{"formula": "C36H34BiN11S3", "method": "ωB97M-V with the def2-TZVPD basis set", "orbital_gap_ev": 6.898, "e_tot_ha": -3403.73400, "spin_multiplicity": 1, "total_charge": 0, "relative_energy_ev": 0.926, "e_homo_ev": -7.246, "elements": ["H", "N", "H", "C", "H", "C", "H", "C", "H", "H", "N", "C", "C", "H", "H", "S", "N", "N", "N", "H", "N", "H", "C", "H", "C", "H", "Bi", "C", "C", "C", "H", "H", "H", "C", "C", "H", "H", "H", "H", "H", "N", "H", "H", "S", "H", "C", "C", "C", "C", "N", "C", "C", "H", "H", "H", "H", "H", "C", "S", "C", "N", "C", "C", "H", "C", "C", "C", "C", "C", "C", "C", "H", "C", "C", "C", "H", "C", "N", "C", "H", "C", "H", "C", "H", "N"], "coordinates": [[-0.2635, -3.3491, -1.5614], [-2.7843, 3.5464, -3.6367], [0.9294, 4.7634, 3.3120], [-1.9608, 0.1675, -4.2959], [-2.7461, 4.9161, 1.1557], [-1.9207, 4.3416, 1.5484], [2.6215, 1.3956, 1.1371], [4.6864, -0.4215, -0.7363], [-0.9824, 6.0810, 2.3632], [1.7134, -1.5347, 4.3990], [2.4026, 0.5100, -0.7619], [3.8477, -2.5571, 0.7924], [-2.6186, -2.5236, 0.5066], [-1.0096, -3.5069, 3.9560], [3.4366, 1.4060, -2.3970], [-0.3646, 2.3463, -1.2709], [-0.8286, 2.2620, 1.9162], [-1.4724, -2.4549, -0.1374], [-3.7624, 2.9529, -0.1176], [1.6830, 1.5589, -2.4346], [-2.7813, 0.9238, 0.5299], [-0.8254, -5.7862, 3.0421], [1.1712, -4.1567, 0.8535], [-5.0975, -2.7735, 1.3455], [-2.1412, -4.3746, -1.3342], [3.5263, -3.3718, 1.4272], [0.0333, -0.2081, -0.0637], [-5.0561, 2.4686, -0.3583], [-1.2548, 1.7353, -2.6289], [-1.0264, -0.9762, 3.7558], [-8.6061, 1.0370, -0.9010], [1.9722, 2.4692, -0.1282], [3.6975, 2.0655, -0.1058], [-0.9303, 5.0068, 2.2487], [5.1868, -2.4005, 0.4954], [1.2314, 0.1314, 4.0533], [-1.9060, -1.4107, 3.2870], [-1.1503, 0.1046, 3.7563], [0.9060, 2.2913, 2.9893], [-6.6396, -0.4824, -0.8490], [-4.7628, -3.5862, 0.8584], [-2.8083, -1.7796, 1.2665], [2.1885, -0.7842, 2.8657], [-0.2129, -0.8543, -2.5287], [0.6246, -6.2105, 1.0806], [-7.4264, 2.7992, -0.5640], [-2.1062, 2.7086, -3.2322], [0.5163, -5.2080, 1.4737], [-0.4046, -3.6845, 3.0759], [-2.5783, -0.0742, -5.2373], [2.8804, -1.6573, 0.3046], [-7.6152, 1.4395, -0.7418], [6.6624, -1.2355, -0.5518], [-1.9550, -5.1283, -2.0887], [-3.6619, 3.9510, -0.1160], [5.9060, -3.1035, 0.8961], [1.7782, -4.3350, -0.0255], [0.1231, 4.2830, 2.7770], [-3.8246, 0.0630, -0.4882], [-2.8172, 2.2057, 0.5497], [1.5492, -1.7623, 0.5851], [2.6917, 1.6802, 0.0857], [0.1131, 2.9107, 2.5858], [5.0253, 0.4228, -1.3231], [2.4969, 0.8867, -2.1821], [-1.2023, 0.4741, -3.1348], [-0.2943, -4.9706, 2.5695], [3.3408, -0.5510, -0.4306], [1.0322, -2.8497, 1.3150], [-1.8233, 2.9611, 1.3686], [-6.5213, 0.5846, -0.7107], [-5.4465, -4.2075, 0.4615], [5.6171, -1.3496, -0.3014], [-3.5689, -3.5145, 0.2001], [0.2525, -2.6205, 2.4716], [-8.2738, 3.4709, -0.5805], [-1.2135, -3.3938, -1.0537], [0.1543, -1.2944, 2.9705], [1.3891, -0.8487, 3.6044], [-0.9691, -1.3273, 4.7967], [-5.2524, 1.1076, -0.5403], [2.4350, -0.0029, -2.8003], [-6.1550, 3.3155, -0.3555], [-6.0121, 4.3790, -0.2057], [-3.3240, -4.4313, -0.7273]]}